C8H4F24N5O16S8 | ωB97M-V with the def2-TZVPD basis set

Values from the calculation:
- HOMO-LUMO gap (eV) = 8.60
- total charge = -3
- E_tot (eV) = -200472.6112
- multiplicity = 1
- energy relative to the best compared isomer or geometry (same formula, charge and spin) (kJ/mol) = 0.8

Cartesian coordinates (Å):
N1 -0.98484 -0.90059 -0.01050
H1 -0.84173 -0.64776 1.00163
H2 -0.54173 -0.27421 -0.68690
H3 -2.02241 -0.83469 -0.14398
H4 -0.72075 -1.90004 -0.29611
C1 -5.80549 -1.23230 -1.70735
F1 -6.58172 -1.39659 -0.65635
F2 -5.08958 -2.33600 -1.84781
F3 -6.52144 -1.05998 -2.80378
S1 -4.67837 0.21582 -1.43917
O1 -5.51705 1.17441 -0.80056
O2 -3.61569 -0.29171 -0.60494
N2 -4.17636 0.50373 -2.95251
S2 -2.95697 1.54604 -2.78812
O3 -3.26835 2.69294 -1.98521
O4 -1.69098 0.92280 -2.51711
C2 -2.78968 2.19419 -4.51541
F4 -2.04942 3.29058 -4.53443
F5 -2.20569 1.27283 -5.29781
F6 -4.00019 2.47826 -5.04464
C3 6.40176 5.80066 0.93845
F7 7.30368 6.19773 1.84635
F8 5.37437 6.64412 1.06483
F9 6.91535 5.90643 -0.27150
S3 5.87821 4.06415 1.32780
O5 7.03513 3.30780 0.96089
O6 5.49106 4.08640 2.69775
N3 4.68175 3.95164 0.24751
S4 3.86417 2.62438 0.59310
O7 4.62909 1.40968 0.62273
O8 2.93125 2.80149 1.66204
C4 2.82355 2.47575 -0.93248
F10 2.32330 3.67910 -1.29557
F11 3.59423 2.06903 -1.96441
F12 1.83948 1.61339 -0.75293
C5 2.59729 -3.64070 -1.12805
F13 3.29842 -2.61405 -0.69293
F14 3.32933 -4.36303 -1.98068
F15 2.28649 -4.41970 -0.08355
S5 1.04193 -2.99315 -2.00068
O9 1.17188 -1.58110 -1.87830
O10 1.01557 -3.51953 -3.33287
N4 -0.21249 -3.42520 -1.06476
S6 -0.68405 -4.93123 -1.33824
O11 -1.74525 -5.04000 -2.29343
O12 0.37056 -5.90767 -1.44953
C6 -1.41730 -5.24783 0.32369
F16 -2.25403 -4.24781 0.64616
F17 -2.09143 -6.38374 0.33322
F18 -0.46279 -5.29255 1.24421
C7 1.72151 -1.01067 2.72204
F19 1.97670 -0.11068 1.80903
F20 1.38696 -2.16874 2.14144
F21 2.80136 -1.20509 3.47129
S7 0.33902 -0.53343 3.86444
O13 -0.09770 -1.74977 4.47998
O14 0.91850 0.48785 4.66506
N5 -0.80856 -0.03503 2.74100
S8 -1.74784 0.91591 3.61135
O15 -2.25141 0.34251 4.84282
O16 -1.26470 2.25899 3.71384
C8 -3.27815 1.04707 2.57494
F22 -3.93373 -0.10472 2.53180
F23 -4.09062 1.97991 3.07433
F24 -2.94338 1.44371 1.33888

Löwdin atomic charge list, values in e, 2 entries: number 1, N, carries 0.264; number 2, H, carries 0.069


C8H4FeNO5S | ωB97M-V with the def2-TZVPD basis set

Values from the calculation:
- HOMO-LUMO gap (alpha / beta) (eV) = 6.69 / 6.53
- total charge = +2
- E_tot (eV) = -65283.4028
- multiplicity = 6
- energy relative to the best compared isomer or geometry (same formula, charge and spin) (kJ/mol) = 162.9

Cartesian coordinates (Å):
O1 -0.03074 4.57887 -3.55385
C1 -0.29388 3.49944 -3.87031
Fe1 0.55961 -0.23797 -0.60154
O2 -0.18381 2.69528 -0.60946
C2 0.21326 1.58559 -0.60373
C3 -2.59532 -1.30275 -1.89866
O3 -2.26716 -2.27251 -2.47749
C4 2.02472 1.00314 -0.67372
O4 2.89180 1.80457 -0.85468
C5 -1.79379 -0.20078 -1.11060
O5 -2.50257 0.66663 -0.60859
H1 2.07218 -0.13705 -0.48986
S1 -0.73297 -2.63612 2.66403
C6 0.67687 -1.68063 3.21130
C7 1.03506 -0.80023 2.22480
N1 0.23698 -0.89091 1.06913
C8 -0.77059 -1.80631 1.21955
H2 1.14500 -1.80473 4.19566
H3 1.85362 -0.09340 2.28027
H4 -1.53826 -1.97013 0.48773

Löwdin atomic charge list, values in e, 2 entries: number 1, O, carries 0.020; number 2, C, carries 0.015


C8H4NO3PS2 | ωB97M-V with the def2-TZVPD basis set

Values from the calculation:
- HOMO-LUMO gap (alpha / beta) (eV) = 4.83 / 5.54
- total charge = -2
- E_tot (eV) = -46952.8223
- multiplicity = 3
- energy relative to the best compared isomer or geometry (same formula, charge and spin) (kJ/mol) = 0.0

Cartesian coordinates (Å):
C1 -3.23621 -0.72130 0.07997
C2 -3.22798 0.67007 0.00343
C3 -2.05802 -1.43576 0.00571
C4 -2.04052 1.36605 -0.13853
C5 -0.85911 -0.73961 -0.13392
C6 -0.84088 0.67333 -0.20382
C7 1.29398 -0.41020 -0.22777
C8 2.93037 -0.82491 -0.06090
N1 0.37717 -1.31157 -0.16604
O1 2.85670 1.75428 -0.32896
O2 4.01697 0.76591 1.73063
O3 5.15630 0.70922 -0.58364
P1 3.89689 0.74220 0.22667
S1 3.30222 -2.38928 -0.07576
S2 0.85769 1.25607 -0.28118
H1 -4.17546 -1.24753 0.20797
H2 -4.16662 1.21117 0.06150
H3 -2.04234 -2.51459 0.06955
H4 -2.04115 2.44645 -0.18492

Löwdin atomic charge list, values in e, 2 entries: number 1, C, carries -0.154; number 2, C, carries -0.159


C8H5BiCl2NO3SY | ωB97M-V with the def2-TZVPD basis set

Values from the calculation:
- HOMO-LUMO gap (eV) = 3.02
- total charge = +4
- E_tot (eV) = -58726.2578
- multiplicity = 1

Cartesian coordinates (Å):
Bi1 0.27434 0.13434 -5.92038
Y1 -0.13827 0.78296 -1.41443
Cl1 -0.76993 2.36929 -5.28855
Cl2 1.98600 -0.01155 -2.40034
C1 -0.66766 -0.53771 0.42888
C2 0.19817 1.52349 -8.10470
C3 0.64325 -1.37098 -8.06567
O1 -0.87095 -1.18380 1.40535
O2 -0.65151 1.74550 -8.80707
O3 0.81733 -2.02629 -8.98802
S1 -0.01786 1.91153 0.92279
C4 0.19333 1.32360 2.60548
N1 -0.97526 1.01886 3.27306
C5 -1.00965 0.49629 4.56545
C6 0.18120 0.22676 5.20965
C7 1.36830 0.50441 4.54699
C8 1.38442 1.02974 3.25522
H1 -1.81974 0.94310 2.70357
H2 -1.94494 0.19186 5.03106
H3 0.17061 -0.19620 6.22769
H4 2.29789 0.36692 5.08085
H5 2.36433 1.22738 2.79961

Löwdin atomic charge list, values in e, 2 entries: number 1, Bi, carries 1.636; number 2, Y, carries 1.056


C8H5ClN2O | ωB97M-V with the def2-TZVPD basis set

Values from the calculation:
- HOMO-LUMO gap (eV) = 8.11
- total charge = 0
- E_tot (eV) = -25923.7488
- SMILES string = O=Nn1ccc2c(Cl)cccc21
- multiplicity = 1
- energy relative to the best compared isomer or geometry (same formula, charge and spin) (kJ/mol) = 93.0

Cartesian coordinates (Å):
O1 -1.64315 -0.13589 -3.53375
N1 -1.70989 0.24198 -2.35974
N2 -0.52840 0.03055 -1.62623
C1 0.76523 -0.16413 -2.21768
C2 1.54017 -0.51460 -1.07138
C3 0.72163 -0.35507 0.12447
C4 1.06052 -0.45693 1.40439
Cl1 2.65014 -0.71826 2.09502
C5 0.11216 -0.07594 2.35726
C6 -1.05885 0.46842 1.98511
C7 -1.38161 0.66553 0.66075
C8 -0.50055 0.16108 -0.26549
H1 1.05548 -0.01931 -3.26246
H2 2.54638 -0.87440 -0.86501
H3 0.52067 -0.14843 3.33193
H4 -1.74800 0.88705 2.75462
H5 -2.40193 1.00836 0.48820

Löwdin atomic charge list, values in e, 2 entries: number 1, O, carries -0.022; number 2, N, carries 0.033


C8H5ClN2S | ωB97M-V with the def2-TZVPD basis set

Values from the calculation:
- HOMO-LUMO gap (eV) = 8.70
- total charge = 0
- E_tot (eV) = -34709.9793
- multiplicity = 1
- energy relative to the best compared isomer or geometry (same formula, charge and spin) (kJ/mol) = 24.4

Cartesian coordinates (Å):
C1 1.35872 2.46577 2.44507
C2 -0.59431 -1.31252 -1.65493
C3 -0.16441 -0.70447 -2.75460
C4 -0.71662 -0.39250 -0.56538
C5 -0.42503 0.99056 -0.87291
C6 0.08604 -0.62887 0.82330
C7 0.94070 0.48723 1.25178
C8 -1.39930 -0.62723 0.79060
N1 1.65973 3.52618 2.78588
N2 0.66605 1.43384 2.01701
S1 0.05266 1.00443 -2.49392
Cl1 2.59608 0.30186 0.65046
H1 -0.72062 -2.40692 -1.69960
H2 -0.04582 -1.27655 -3.75941
H3 0.61591 -1.53193 0.87244
H4 -2.10144 0.21525 1.22711
H5 -1.80835 -1.54413 0.93709

Löwdin atomic charge list, values in e, 2 entries: number 1, C, carries -0.343; number 2, C, carries -0.149


C8H5F2NO2 | ωB97M-V with the def2-TZVPD basis set

Values from the calculation:
- HOMO-LUMO gap (eV) = 9.60
- total charge = 0
- E_tot (eV) = -19396.0872
- SMILES string = O=C=NC(=O)c1ccccc1F.F
- multiplicity = 1
- energy relative to the best compared isomer or geometry (same formula, charge and spin) (kJ/mol) = 0.0

Cartesian coordinates (Å):
O1 -0.77599 0.66307 4.35937
C1 -1.32951 0.85695 3.36041
N1 -2.08374 1.15839 2.49796
C2 -2.68142 0.71527 1.27944
O2 -3.83179 0.92774 1.08407
C3 -1.58482 0.17953 0.51451
C4 -1.43195 0.69664 -0.81837
C5 -0.29756 0.42452 -1.57135
C6 0.69991 -0.45446 -0.98652
C7 0.52468 -1.07450 0.26522
C8 -0.61570 -0.74291 0.94408
F1 -0.83619 -1.49171 2.12944
H1 -2.17679 1.33081 -1.15946
H2 -0.34404 0.78529 -2.64131
H3 1.74749 -0.59987 -1.30653
H4 1.20091 -1.72728 0.76400
F2 1.68863 0.34750 3.26619
H5 0.95219 0.27960 3.96974

Löwdin atomic charge list, values in e, 2 entries: number 1, O, carries 0.169; number 2, C, carries -0.302